# 1
# C3H6N2

A 2-piece molecular cluster, C3H6N2 overall at a distorted geometry (the ωB97M-V functional and the def2-TZVPD basis, the Open Molecules 2025 dataset).

The geometry in ORCA input format:
```
! wB97M-V def2-TZVPD RIJCOSX def2/J DEFGRID3
* xyz 0 1
C 2.330 0.572 0.232
C 1.831 -0.543 -0.257
C -1.503 -0.345 0.417
N -3.606 0.634 -0.077
N -2.501 0.088 -0.092
H 2.257 1.478 -0.380
H 2.958 0.530 1.113
H 1.957 -1.446 0.240
H 1.293 -0.592 -1.200
H -0.509 -0.589 0.239
H -4.507 0.212 -0.237
*
```

Electronic energy in eV: -6183.7095
HOMO-LUMO gap in eV: 9.4
Relative energy (zero: lowest compared OMol25 entry of this formula, charge and spin) in kcal per mole: 111.5

# 2
# C5H16NO2

A 4-piece molecular cluster, C5H16NO2 overall at a distorted geometry (the ωB97M-V functional and the def2-TZVPD basis, the Open Molecules 2025 dataset).

The geometry in ORCA input format:
```
! wB97M-V def2-TZVPD RIJCOSX def2/J DEFGRID3
* xyz 2 2
C 0.020 -1.872 -0.233
C 0.406 -0.807 0.798
C 1.221 0.319 0.145
C 2.512 0.035 -0.488
C 3.738 0.415 0.028
N -3.486 -0.635 0.216
H -0.648 -2.636 0.165
H 0.893 -2.401 -0.632
H -0.521 -1.359 -1.026
H 0.920 -1.099 1.721
H 0.544 0.684 -0.640
H 1.404 1.135 0.844
H 2.537 -0.626 -1.367
H 4.621 -0.031 -0.394
H 3.895 1.016 0.925
H -3.927 -1.422 -0.267
H -0.520 -0.340 1.125
H -4.062 -0.238 0.964
H -1.770 1.961 -1.837
H -2.958 0.003 -0.404
O -1.618 1.107 -1.375
H -1.236 1.752 -0.047
H -1.007 3.005 0.911
O -0.955 2.037 0.865
*
```

Electronic energy in eV: -11004.6301
HOMO-LUMO gap (spin up / spin down) in eV: 7.5 / 6.1
Relative energy (zero: lowest compared OMol25 entry of this formula, charge and spin) in kcal per mole: 141.8

# 3
# C5H10N5

An isolated ion of composition C5H10N5 and charge +1 at a distorted geometry (the ωB97M-V functional and the def2-TZVPD basis, the Open Molecules 2025 dataset).

The geometry in ORCA input format:
```
! wB97M-V def2-TZVPD RIJCOSX def2/J DEFGRID3
* xyz 1 1
C -0.004 0.898 1.532
N -0.177 0.276 0.204
C -1.086 0.710 -0.706
N -1.995 1.657 -0.407
C -1.022 0.245 -2.045
C -0.046 -0.626 -2.374
N 0.825 -1.058 -1.504
C 0.762 -0.701 -0.270
N 1.684 -1.179 0.611
N 1.265 -1.509 1.893
H -0.128 2.012 1.253
H -0.548 0.272 2.275
H 0.974 0.570 1.778
H -2.186 2.371 -1.071
H -1.768 2.261 0.460
H -1.776 0.524 -2.714
H 0.220 -0.736 -3.510
H 2.323 -1.901 0.144
H 2.031 -1.737 2.517
H 0.652 -2.348 1.934
*
```

Electronic energy in eV: -12789.8946
HOMO-LUMO gap in eV: 9.4
Relative energy (zero: lowest compared OMol25 entry of this formula, charge and spin) in kcal per mole: 18.7

# 4
# C2H4O2

One molecule with the formula C2H4O2 at a distorted geometry (the ωB97M-V functional and the def2-TZVPD basis, the Open Molecules 2025 dataset).

The geometry in ORCA input format:
```
! wB97M-V def2-TZVPD RIJCOSX def2/J DEFGRID3
* xyz 0 1
C 0.392 0.339 -0.133
C -0.823 0.123 0.564
O 1.974 -1.170 -1.469
O 0.917 -0.809 -0.662
H 0.962 1.279 -0.404
H -1.330 -0.683 -0.011
H -1.383 1.125 0.572
H -0.709 -0.206 1.543
*
```

Electronic energy in eV: -6227.9765
HOMO-LUMO gap (spin up / spin down) in eV: 8.9 / 8.3
Relative energy (zero: lowest compared OMol25 entry of this formula, charge and spin) in kcal per mole: 146.0

# 5
# C10H16O

A 2-piece molecular cluster, C10H16O overall at a distorted geometry (the ωB97M-V functional and the def2-TZVPD basis, the Open Molecules 2025 dataset).

The geometry in ORCA input format:
```
! wB97M-V def2-TZVPD RIJCOSX def2/J DEFGRID3
* xyz 0 1
C -1.697 0.390 -2.992
C -1.919 0.653 -1.483
C -0.703 0.993 -0.658
C 0.594 0.732 -1.037
C 1.643 1.132 -0.169
C 1.305 1.642 1.067
O 2.236 1.979 2.024
C -0.005 1.904 1.471
C -0.996 1.605 0.564
H -0.670 0.144 -3.242
H -1.955 1.274 -3.573
H -2.356 -0.347 -3.452
H -2.734 1.370 -1.363
H -2.314 -0.297 -1.077
H 0.900 0.293 -1.975
H 2.658 1.018 -0.525
H 3.057 1.507 1.960
H -0.161 2.396 2.415
H -2.044 1.817 0.751
C -0.030 -2.291 1.176
C 1.332 -2.789 1.581
H -0.727 -3.076 0.860
H -0.482 -1.747 2.012
H -0.053 -1.525 0.393
H 2.011 -1.982 1.906
H 1.881 -3.405 0.876
H 1.231 -3.390 2.490
*
```

Electronic energy in eV: -12676.6125
HOMO-LUMO gap in eV: 9.3
Relative energy (zero: lowest compared OMol25 entry of this formula, charge and spin) in kcal per mole: 25.7

# 6
# H2INS

A 2-piece molecular cluster, H2INS overall at a distorted geometry (the ωB97M-V functional and the def2-TZVPD basis, the Open Molecules 2025 dataset).

The geometry in ORCA input format:
```
! wB97M-V def2-TZVPD RIJCOSX def2/J DEFGRID3
* xyz 0 1
N 0.231 1.057 0.371
S -0.474 -0.086 -0.385
I 0.763 -2.366 0.126
H -0.790 1.538 1.576
H 0.270 -0.143 -1.688
*
```

Electronic energy in eV: -20453.7653
HOMO-LUMO gap (spin up / spin down) in eV: 7.8 / 7.8
Relative energy (zero: lowest compared OMol25 entry of this formula, charge and spin) in kcal per mole: 104.0

# 7
# C2H6N2O2S

One molecule with the formula C2H6N2O2S at a distorted geometry (the ωB97M-V functional and the def2-TZVPD basis, the Open Molecules 2025 dataset).

The geometry in ORCA input format:
```
! wB97M-V def2-TZVPD RIJCOSX def2/J DEFGRID3
* xyz 0 1
C -0.163 -2.078 -0.461
C 0.902 -0.947 -0.224
N 0.163 0.214 -0.125
N 0.377 1.128 0.908
S -0.689 2.443 0.533
O -0.046 3.674 0.767
O -1.896 2.113 1.241
H 0.102 -2.804 -1.246
H -0.050 -2.523 0.581
H -1.164 -1.679 -0.836
H 1.619 -0.634 -1.075
H 1.490 -1.165 0.735
H -0.646 2.257 -0.797
*
```

Electronic energy in eV: -20077.5268
HOMO-LUMO gap in eV: 9.6
Relative energy (zero: lowest compared OMol25 entry of this formula, charge and spin) in kcal per mole: 105.1

# 8
# C21H33F4N4O12

A 5-piece molecular cluster, C21H33F4N4O12 overall at a distorted geometry (the ωB97M-V functional and the def2-TZVPD basis, the Open Molecules 2025 dataset).

The geometry in ORCA input format:
```
! wB97M-V def2-TZVPD RIJCOSX def2/J DEFGRID3
* xyz 1 1
C -4.459 2.739 6.624
C -3.774 1.269 6.365
N -4.543 0.404 5.368
C -4.152 -0.908 5.265
N -4.651 -2.035 4.351
C -3.323 -2.651 3.858
C -2.121 -2.009 4.827
C -0.778 -2.906 5.106
C 0.635 -2.144 4.732
C 0.673 -1.462 3.242
C 1.007 -2.555 2.020
N 0.843 -1.736 0.723
N -3.036 -1.657 6.022
H -5.299 2.750 7.444
H -3.590 3.441 7.040
H -4.791 3.213 5.592
H -3.572 0.654 7.366
H -2.687 1.458 5.906
H -5.303 0.736 4.736
H -5.003 -1.588 3.468
H -3.503 -3.807 3.902
H -3.006 -2.290 2.789
H -1.884 -0.909 4.429
H -0.741 -3.093 6.284
H -0.773 -3.946 4.559
H 1.499 -2.968 4.747
H 0.972 -1.347 5.552
H -0.317 -0.928 2.913
H 1.518 -0.619 3.211
H 2.099 -2.951 2.166
H 0.182 -3.400 2.033
H -0.158 -1.913 0.423
H 0.821 -0.716 1.026
H -3.547 -2.540 6.301
C -1.587 -1.106 -2.624
C -1.251 0.344 -2.711
O -2.242 0.959 -1.920
C -2.576 0.029 -0.982
O -3.194 0.278 0.040
O -2.128 -1.218 -1.323
F -1.379 0.793 -3.979
H -2.340 -1.411 -3.358
H -0.707 -1.744 -2.739
H -0.259 0.599 -2.323
C 0.415 2.855 -6.475
C 1.607 3.357 -5.736
O 2.477 2.248 -5.720
C 2.179 1.548 -6.851
O 2.895 0.684 -7.329
O 0.984 1.940 -7.390
F 1.288 3.666 -4.459
H -0.294 2.328 -5.828
H -0.116 3.654 -7.000
H 2.105 4.208 -6.212
C 6.246 -2.294 4.433
C 5.095 -2.438 3.497
O 3.977 -2.141 4.302
C 4.440 -1.276 5.247
O 3.723 -0.584 5.951
O 5.806 -1.271 5.305
F 4.982 -3.714 3.065
H 6.439 -3.204 5.011
H 7.166 -2.003 3.920
H 5.125 -1.755 2.641
C 2.535 3.082 -10.788
C 1.384 2.938 -11.724
O 0.265 3.235 -10.920
C 0.728 4.101 -9.975
O 0.012 4.792 -9.270
O 2.095 4.105 -9.917
F 1.271 1.662 -12.157
H 2.728 2.172 -10.211
H 3.455 3.374 -11.302
H 1.414 3.621 -12.580
*
```

Electronic energy in eV: -63701.1653
HOMO-LUMO gap in eV: 7.8